No. 1
{"formula": "C33H24I2N2O16S", "method": "ωB97M-V/def2-TZVPD", "symbols": ["C", "C", "I", "C", "I", "C", "C", "C", "C", "C", "N", "S", "N", "C", "H", "H", "H", "H", "H", "H", "H", "H", "C", "C", "C", "O", "C", "C", "C", "O", "O", "O", "H", "H", "H", "H", "C", "C", "C", "O", "C", "C", "C", "O", "O", "O", "H", "H", "H", "H", "C", "C", "C", "O", "C", "C", "C", "O", "O", "O", "H", "H", "H", "H", "C", "C", "C", "O", "C", "C", "C", "O", "O", "O", "H", "H", "H", "H"], "coordinates": [[4.2742, 4.5656, 3.6432], [4.3014, 5.4087, 2.2777], [4.5433, 7.5328, 2.8495], [3.0305, 5.1704, 1.3131], [3.3095, 3.6276, -0.1943], [1.7358, 4.9915, 2.2364], [1.0211, 6.3194, 2.6807], [-0.2358, 6.3872, 3.6198], [-0.8248, 5.0507, 4.1408], [-0.1198, 3.7229, 3.6990], [-0.4537, 2.3434, 4.0551], [0.6283, 1.2396, 3.3333], [1.6742, 2.3241, 2.5055], [1.1483, 3.6376, 2.7613], [5.2768, 4.7799, 4.1794], [4.1584, 3.4401, 3.4158], [3.4475, 4.8831, 4.3791], [5.2430, 5.1225, 1.6979], [2.8752, 6.1638, 0.7371], [1.4618, 7.3184, 2.3215], [-0.6536, 7.4169, 3.9058], [-1.7202, 5.0566, 4.8480], [3.8458, -3.5532, 0.6012], [4.6971, -2.8703, 1.3698], [4.2731, -1.6379, 2.0938], [5.0725, -1.0498, 2.8024], [2.8927, -1.1770, 1.9154], [2.0415, -1.8574, 1.1443], [2.4581, -3.1053, 0.4422], [1.6500, -3.7127, -0.2403], [0.7573, -1.4369, 0.9698], [5.9897, -3.2734, 1.5246], [4.1404, -4.4500, 0.0724], [2.6029, -0.2719, 2.4318], [0.3440, -2.0954, 0.3735], [6.3959, -2.6176, 2.1253], [-0.9235, -3.3515, -2.9358], [-1.4435, -3.7029, -4.1138], [-2.8735, -3.4377, -4.4410], [-3.3138, -3.7541, -5.5356], [-3.7066, -2.8010, -3.4157], [-3.1881, -2.4529, -2.2371], [-1.7520, -2.6931, -1.9208], [-1.3060, -2.3454, -0.8397], [-3.9522, -1.8625, -1.2748], [-0.6865, -4.3182, -5.0659], [0.1133, -3.5360, -2.6857], [-4.7465, -2.6304, -3.6596], [-3.3486, -1.7085, -0.5216], [-1.2888, -4.4665, -5.8215], [-2.7115, -3.9771, 5.0768], [-1.5002, -4.4655, 4.8007], [-0.3460, -3.5657, 4.5165], [0.7512, -4.0463, 4.2864], [-0.5848, -2.1189, 4.5211], [-1.7971, -1.6301, 4.7938], [-2.9445, -2.5291, 5.1049], [-4.0337, -2.0477, 5.3673], [-2.0333, -0.2877, 4.7984], [-1.2697, -5.8084, 4.7686], [-3.5567, -4.6190, 5.2870], [0.2568, -1.4781, 4.2958], [-2.9799, -0.1908, 5.0230], [-0.3217, -5.9039, 4.5493], [-2.4397, 0.1932, -8.7403], [-2.6085, -0.5356, -7.6343], [-2.7514, 0.1084, -6.2951], [-2.9232, -0.5851, -5.3066], [-2.6729, 1.5710, -6.2234], [-2.5006, 2.2979, -7.3295], [-2.3855, 1.6570, -8.6702], [-2.2471, 2.3539, -9.6612], [-2.4235, 3.6572, -7.2768], [-2.6576, -1.8982, -7.6875], [-2.3370, -0.2597, -9.7174], [-2.7600, 2.0241, -5.2449], [-2.3001, 3.9463, -8.2027], [-2.7876, -2.1957, -6.7631]], "smiles": "C[C@H](I)[C@@H](I)c1cccc2nsnc12.O=C1C=C(O)C(=O)C=C1O.O=C1C=C(O)C(=O)C=C1O.O=C1C=C(O)C(=O)C=C1O.O=C1C=C(O)C(=O)C=C1O", "homo_energy_ev": -8.701, "spin_multiplicity": 1, "charge": 0, "homo_lumo_gap_ev": 6.87}

***

No. 2
{"formula": "C5H12NO", "method": "ωB97M-V/def2-TZVPD", "symbols": ["C", "O", "C", "C", "C", "C", "N", "H", "H", "H", "H", "H", "H", "H", "H", "H", "H", "H", "H"], "coordinates": [[-1.2774, -0.2991, -1.5542], [-1.8848, 0.6341, -2.3055], [-0.6658, 0.3286, -0.2421], [0.5101, -0.4016, 0.5067], [1.1171, 0.6466, 1.4594], [1.5920, -0.9488, -0.4107], [-1.7631, 0.5099, 0.7153], [-1.9860, -1.0777, -1.1867], [-0.4353, -0.8216, -2.0716], [-0.2172, 1.2751, -0.5593], [0.0933, -1.1347, 1.2028], [2.0329, 0.2917, 1.9610], [1.3571, 1.6047, 1.0132], [0.4211, 0.9116, 2.2491], [2.2216, -0.1857, -0.8700], [1.1271, -1.4911, -1.2373], [2.2701, -1.6239, 0.1206], [-2.6348, 0.2951, 0.2428], [-1.8780, 1.4868, 0.9665]], "smiles": "CC(C)[C@H](N)C[O-]", "homo_energy_ev": -2.288, "spin_multiplicity": 1, "relative_energy_kcal_mol": 10.4, "charge": -1, "homo_lumo_gap_ev": 6.25}

***

No. 3
{"formula": "C19H28N2O3S2", "method": "ωB97M-V/def2-TZVPD", "symbols": ["C", "S", "C", "C", "O", "N", "C", "C", "C", "S", "C", "C", "C", "C", "C", "N", "C", "O", "C", "C", "C", "C", "C", "C", "O", "C", "H", "H", "H", "H", "H", "H", "H", "H", "H", "H", "H", "H", "H", "H", "H", "H", "H", "H", "H", "H", "H", "H", "H", "H", "H", "H", "H", "H"], "coordinates": [[-2.9757, 2.6716, 1.1984], [-2.6107, 0.9304, 1.5013], [-0.8346, 0.9130, 1.1501], [-0.5450, 1.5779, -0.1880], [-0.0766, 2.7053, -0.2274], [-0.8636, 0.9067, -1.3166], [-1.4530, -0.4169, -1.4586], [-2.3705, -0.2397, -2.6635], [-3.7198, 0.4077, -2.2871], [-3.8664, 2.0039, -3.1518], [-2.5940, 1.5513, -4.3537], [-1.5734, 0.7127, -3.5887], [-0.6607, -0.0577, -4.5383], [-0.7523, 1.5784, -2.6088], [0.0595, 1.4404, 2.3009], [0.5708, 0.0827, 2.4703], [1.2772, -0.3705, 3.5222], [1.6482, 0.3812, 4.4107], [1.6509, -1.8504, 3.5727], [3.1716, -1.9947, 3.6121], [3.4691, -1.9837, 2.1320], [3.9406, -0.7264, 1.4618], [4.8346, -1.9408, 1.5379], [2.3398, -2.7904, 1.5434], [1.2255, -2.5785, 2.4201], [-0.2305, -0.4974, 1.3957], [-4.0089, 2.8267, 1.5036], [-2.3264, 3.3103, 1.7946], [-2.8696, 2.9230, 0.1437], [-0.6805, -1.1662, -1.6667], [-1.9927, -0.7145, -0.5626], [-2.5487, -1.1934, -3.1628], [-4.5478, -0.2411, -2.5684], [-3.7863, 0.5981, -1.2161], [-3.0265, 0.9751, -5.1741], [-2.1561, 2.4608, -4.7664], [-0.0708, 0.6271, -5.1503], [0.0378, -0.6886, -3.9842], [-1.2412, -0.6979, -5.2052], [-1.1471, 2.5899, -2.5155], [0.2930, 1.6545, -2.9199], [0.8116, 2.1621, 1.9877], [-0.4809, 1.8110, 3.1717], [1.1602, -2.2768, 4.4489], [3.6413, -1.1870, 4.1687], [3.4454, -2.9529, 4.0596], [3.5142, -0.4742, 0.4991], [4.1770, 0.1212, 2.0913], [5.6791, -1.9087, 2.2131], [5.0087, -2.4964, 0.6254], [2.0727, -2.4724, 0.5314], [2.5695, -3.8606, 1.5238], [-0.9452, -1.2551, 1.7176], [0.3569, -0.8901, 0.5650]], "smiles": "CSC1(C(=O)N2C[C@H]3CSC[C@@]3(C)C2)CN(C(=O)[C@@H]2CC3(CC3)CO2)C1", "homo_energy_ev": -8.687, "spin_multiplicity": 1, "relative_energy_kcal_mol": 22.2, "charge": 0, "homo_lumo_gap_ev": 9.11}

***

No. 4
{"formula": "CH7N4O", "method": "ωB97M-V/def2-TZVPD", "symbols": ["C", "N", "N", "N", "N", "O", "H", "H", "H", "H", "H", "H", "H"], "coordinates": [[1.4688, -0.0804, -0.2714], [1.6444, -1.3175, 0.2106], [2.1795, 0.9972, -0.1184], [-2.7436, 0.3968, 0.5854], [-1.0949, -0.2961, -0.8610], [-1.8835, -0.5423, 0.0872], [2.1133, -1.7619, 0.9741], [1.2393, -1.9706, -0.4554], [3.1449, 0.9151, 0.2769], [1.8653, 1.9830, -0.3343], [-3.3174, 0.1000, 1.3606], [-3.2786, 1.0047, -0.0070], [-1.3375, 0.5721, -1.4474]], "homo_energy_ev": [-13.734, -12.164], "spin_multiplicity": 1, "relative_energy_kcal_mol": 119.6, "charge": 1, "homo_lumo_gap_ev": [9.68, 6.55]}

***

No. 5
{"formula": "C5H12O2", "method": "ωB97M-V/def2-TZVPD", "symbols": ["C", "C", "C", "O", "C", "C", "O", "H", "H", "H", "H", "H", "H", "H", "H", "H", "H", "H", "H"], "coordinates": [[-1.6475, 0.8944, 1.9791], [-1.1771, -0.1779, 1.0002], [-0.1071, 0.3859, 0.0490], [1.0303, 0.7905, 0.6683], [0.2884, -0.5357, -1.0608], [1.1994, 0.0217, -2.1130], [1.4554, -1.5069, -0.0557], [-0.7780, 1.3309, 2.4779], [-2.1786, 1.7000, 1.4572], [-2.3216, 0.4825, 2.7382], [-0.7386, -1.0182, 1.5542], [-2.0242, -0.5714, 0.4196], [-0.6445, 1.1076, -0.6427], [1.5573, -0.5326, 0.5316], [-0.5229, -1.1820, -1.4208], [1.9227, 0.6766, -1.6206], [1.6847, -0.8142, -2.6180], [0.6671, 0.5981, -2.8819], [2.3348, -1.6489, -0.4618]], "homo_energy_ev": -8.609, "spin_multiplicity": 1, "relative_energy_kcal_mol": 70.6, "charge": 0, "homo_lumo_gap_ev": 9.12}

***

No. 6
{"formula": "C3H5N4S3", "method": "ωB97M-V/def2-TZVPD", "symbols": ["C", "C", "C", "N", "N", "N", "N", "S", "S", "S", "H", "H", "H", "H", "H"], "coordinates": [[-1.0386, 0.6567, -1.4632], [0.0523, -0.3848, 1.2257], [1.6350, 1.6540, -0.6103], [-1.3692, -0.3625, -0.7904], [1.9968, 0.5936, 0.0348], [1.5059, -0.3756, 0.6113], [-0.9533, -0.9171, 0.3466], [2.2552, -1.8607, 0.5144], [0.1229, 2.1008, -1.3430], [-2.0239, -2.0270, 1.1504], [-1.6074, 0.8552, -2.4681], [0.0361, -0.9908, 2.0965], [-0.0822, 0.6107, 1.6081], [2.3794, 2.4455, -0.8753], [-2.9090, -1.9980, -0.0374]], "smiles": "S=[N+]1CN(S)/N=C\\S/C=N\\1", "homo_energy_ev": -12.366, "spin_multiplicity": 1, "relative_energy_kcal_mol": 139.4, "charge": 1, "homo_lumo_gap_ev": 5.22}

***

No. 7
{"formula": "H10O5", "method": "ωB97M-V/def2-TZVPD", "symbols": ["O", "H", "H", "O", "H", "H", "O", "H", "H", "O", "H", "H", "O", "H", "H"], "coordinates": [[0.9149, 2.6015, -0.6109], [0.5459, 3.0545, -1.3729], [1.7259, 2.2915, -1.0309], [-0.1111, -0.8485, -2.3739], [-0.2631, -1.7455, -2.3819], [-0.8701, -0.3115, -2.6569], [0.2759, 0.2285, 0.1651], [0.4989, 1.0965, -0.1779], [0.2159, -0.1885, -0.6819], [0.6089, -1.8465, 1.9761], [0.6269, -1.4595, 2.8411], [0.5699, -1.0925, 1.4171], [-1.9821, -0.7155, 1.6241], [-1.4081, -0.4155, 0.9451], [-1.3491, -0.6495, 2.3181]], "smiles": "O.O.O.O.O", "homo_energy_ev": -10.151, "spin_multiplicity": 1, "relative_energy_kcal_mol": 31.7, "charge": 0, "homo_lumo_gap_ev": 10.23}

***

No. 8
{"formula": "C4H2N2S2", "method": "ωB97M-V/def2-TZVPD", "symbols": ["C", "C", "C", "C", "H", "H", "N", "N", "S", "S"], "coordinates": [[-0.2005, -2.0137, -0.1458], [0.4855, 0.0181, -0.6783], [0.5547, 1.4146, -0.3829], [-0.6084, -0.5932, 0.0332], [1.5985, 2.0736, -0.4722], [-0.6814, 2.4172, 0.9911], [-0.4165, 1.4682, 0.5570], [-1.1091, 0.3240, 0.9166], [-0.7465, -3.4868, 0.3184], [1.1237, -1.6220, -1.1372]], "homo_energy_ev": -8.737, "spin_multiplicity": 1, "relative_energy_kcal_mol": 53.1, "charge": 0, "homo_lumo_gap_ev": 7.84}

***

So what do the calculations give for max |F|? Going down the list: 5.0; 1.5; 0.0; 3.3; 1.4; 5.8; 4.0; 4.7 eV/Å.